67
Properties=species:S:1:pos:R:3 method="wB97M-V/def2-TZVPD" e_homo_ev="-13.108 / -13.393" orbital_gap_ev="6.6 / 6.0" e_above_lowest_ev=1.7274 spin_multiplicity=6 charge=+2 e_lumo_ev="-6.554 / -7.363" energy_ev=-218769.4897
Fe -0.733 0.051 -0.321
C 4.400 2.579 2.665
C 3.958 3.076 1.444
C 3.224 2.278 0.583
C 2.936 0.955 0.930
C 3.458 0.436 2.128
C 4.163 1.251 2.997
N 2.079 0.154 0.172
C 2.551 -1.038 -0.189
C 3.948 -1.294 -0.324
C 4.390 -2.462 -0.880
C 3.481 -3.454 -1.291
C 2.130 -3.284 -1.091
C 1.647 -2.105 -0.516
N 0.331 -1.962 -0.125
N -0.288 -3.035 -0.003
C -1.646 -2.968 0.236
C -2.263 -4.116 0.727
C -3.637 -4.121 0.868
C -4.341 -2.997 0.466
C -3.639 -1.892 0.008
N -2.310 -1.844 -0.074
H 4.943 3.220 3.348
H 4.192 4.094 1.159
H 2.904 2.652 -0.378
H 3.275 -0.606 2.376
H 4.539 0.847 3.928
H 4.641 -0.515 -0.036
H 5.451 -2.624 -1.016
H 3.852 -4.361 -1.748
H 1.418 -4.050 -1.368
H -1.646 -4.962 0.995
H -4.151 -4.986 1.264
H -5.422 -2.972 0.499
H -4.170 -1.010 -0.317
N -0.791 0.186 1.867
N -0.911 1.419 2.517
C -0.725 2.586 1.855
N -0.697 3.698 2.591
S -0.573 2.645 0.193
H -1.520 -0.430 2.205
H 0.110 -0.227 2.090
H -0.896 1.423 3.526
H -0.707 3.699 3.598
H -0.605 4.581 2.119
Se -2.641 2.091 -2.669
Se -2.618 -0.208 -2.960
C -0.768 -0.324 -3.489
C -0.430 -0.700 -4.776
C 0.915 -0.710 -5.118
C 1.848 -0.313 -4.174
C 1.411 0.048 -2.911
N 0.122 0.019 -2.557
C -3.226 2.139 -0.834
C -4.185 3.083 -0.487
C -4.637 3.114 0.820
C -4.121 2.200 1.726
C -3.161 1.310 1.287
N -2.699 1.276 0.030
H -1.201 -0.966 -5.486
H 1.223 -1.001 -6.114
H 2.902 -0.275 -4.412
H 2.109 0.377 -2.154
H -4.580 3.753 -1.238
H -5.392 3.827 1.123
H -4.470 2.165 2.749
H -2.747 0.576 1.966